1.
ORCA calculation (the ωB97M-V functional and the def2-TZVPD basis) on an isolated molecule of C2H4O3S.

Total energy = -19112.701 eV
Total charge = 0
Kohn-Sham gap (alpha / beta) = 0.2423 / 0.2423 Ha
Energy above the lowest of the compared OMol25 structures with the same formula, charge and spin = 3.1215 eV
E_HOMO (alpha / beta) = -6.89 / -6.89 eV
Max |F| = 4.3 eV Å⁻¹

Cartesian coordinates (Å):
C 0.989 -0.276 0.369
C -0.310 -0.177 -1.571
O -1.376 1.334 2.851
O 0.133 0.245 1.126
O 0.894 -0.534 -0.971
S -0.118 0.599 2.781
H 1.792 -0.926 0.657
H -0.415 0.880 -1.798
H -1.116 -0.503 -0.913
H -0.473 -0.641 -2.531


2.
ORCA calculation (the ωB97M-V functional and the def2-TZVPD basis) on a structure of composition C19H10Br3NOPd.

Total energy = -236991.775 eV
Multiplicity = 5
Total charge = +2
Kohn-Sham gap (alpha / beta) = 0.2678 / 0.1976 Ha
E_HOMO (alpha / beta) = -14.17 / -15.18 eV
<S²> = 6.06
Max |F| = 0.1 eV Å⁻¹

Cartesian coordinates (Å):
Pd -0.235 -0.518 1.000
Br -2.774 -5.036 1.623
C -2.721 -3.962 0.123
C -3.403 -4.313 -1.032
C -3.368 -3.510 -2.160
Br -4.302 -4.048 -3.665
C -2.622 -2.274 -2.178
C -2.533 -1.406 -3.280
C -1.789 -0.255 -3.176
C -1.136 0.029 -1.976
N -1.211 -0.777 -0.930
C -1.937 -1.913 -1.018
C -1.958 -2.749 0.181
O -1.322 -2.391 1.202
H -3.971 -5.233 -1.052
H -3.049 -1.647 -4.200
H -1.703 0.431 -4.006
H -0.543 0.927 -1.859
Br -1.172 1.942 1.527
C 0.562 2.661 1.725
C 0.669 3.989 2.136
C 1.924 4.553 2.264
C 3.066 3.800 1.981
C 2.957 2.463 1.577
C 4.104 1.697 1.299
C 3.991 0.358 0.913
C 2.744 -0.229 0.816
C 1.564 0.495 1.073
C 1.673 1.854 1.448
H -0.219 4.569 2.348
H 2.019 5.583 2.581
H 4.047 4.249 2.077
H 5.082 2.153 1.394
H 4.883 -0.217 0.704
H 2.684 -1.276 0.542


3.
ORCA calculation (the ωB97M-V functional and the def2-TZVPD basis) on a structure of composition C4H7O2Rb.

Total energy = -9008.918 eV
Multiplicity = 2
Total charge = -1
Kohn-Sham gap (alpha / beta) = 0.1284 / 0.1998 Ha
Energy above the lowest of the compared OMol25 structures with the same formula, charge and spin = 0.6638 eV
E_HOMO (alpha / beta) = -1.38 / -2.86 eV
<S²> = 0.75
Max |F| = 4.8 eV Å⁻¹

Cartesian coordinates (Å):
O 2.297 -0.249 -1.073
C 2.146 0.004 0.307
C 0.753 -0.487 0.736
C -0.279 -0.187 -0.339
C -1.563 0.097 0.127
O -2.642 0.146 -0.555
Rb -6.518 1.462 -1.569
H -0.223 0.209 -1.365
H 2.195 1.095 0.508
H 2.923 -0.563 0.849
H 0.507 -0.029 1.708
H 0.832 -1.575 0.907
H 1.191 -0.450 -1.391
H -1.619 0.527 1.151


4.
ORCA calculation (the ωB97M-V functional and the def2-TZVPD basis) on a structure of composition C36H42F21MgO19.

Total energy = -139428.966 eV
Total charge = -1
Kohn-Sham gap = 0.0774 Ha
Energy above the lowest of the compared OMol25 structures with the same formula, charge and spin = 6.5996 eV
E_HOMO = -2.09 eV
Max |F| = 3.1 eV Å⁻¹

Cartesian coordinates (Å):
Mg 0.284 3.334 1.425
C 5.138 -4.440 -1.102
C 3.942 -4.924 -1.762
C 2.536 -4.600 -1.078
O 1.575 -5.284 -1.437
C 2.552 -3.627 -0.052
C 3.729 -3.124 0.485
C 5.067 -3.644 0.043
O 6.119 -3.529 0.751
O 3.636 -2.225 1.396
O 3.826 -5.768 -2.651
H 6.067 -4.893 -1.420
H 1.601 -3.280 0.344
C -0.439 -0.671 -0.028
C 0.495 0.160 0.821
O 0.146 1.485 0.972
H -0.149 -1.711 0.137
H -0.247 -0.421 -1.070
H -1.491 -0.655 0.277
H 1.467 0.087 0.308
H 0.617 -0.277 1.821
C 0.098 -3.268 2.866
C -1.289 -2.987 2.348
O -2.188 -4.022 2.740
C -2.740 -3.962 3.937
O -2.442 -3.181 4.795
C -3.776 -5.096 4.138
F -3.960 -5.302 5.436
F -4.932 -4.704 3.574
F -3.383 -6.228 3.568
H 0.826 -2.536 2.471
H 0.655 -4.101 2.427
H 0.244 -3.221 3.945
H -1.104 -2.971 1.277
H -1.626 -1.985 2.616
C 1.662 -1.651 -2.972
C 2.773 -1.999 -3.940
O 2.229 -2.531 -5.147
C 1.748 -3.770 -5.137
O 2.000 -4.639 -4.375
C 0.842 -4.066 -6.368
F 0.839 -3.110 -7.288
F 1.279 -5.215 -6.920
F -0.401 -4.346 -5.938
H 0.918 -0.950 -3.353
H 1.992 -1.340 -1.974
H 1.206 -2.594 -2.646
H 3.541 -2.548 -3.388
H 3.326 -1.121 -4.286
C -3.730 5.296 0.290
C -2.858 5.705 -0.874
O -2.517 4.591 -1.711
C -1.701 3.671 -1.275
O -0.940 3.782 -0.347
C -1.762 2.361 -2.105
F -2.429 2.566 -3.248
F -0.524 2.000 -2.423
F -2.360 1.392 -1.435
H -4.203 6.077 0.877
H -3.097 4.755 1.002
H -4.458 4.522 0.035
H -1.920 6.147 -0.535
H -3.365 6.424 -1.512
C 3.569 -0.592 3.654
C 2.726 0.595 3.296
O 2.728 1.634 4.321
C 2.136 2.745 4.064
O 1.545 2.932 3.016
C 2.287 3.781 5.167
F 2.757 3.299 6.298
F 3.129 4.740 4.736
F 1.109 4.378 5.395
H 3.204 -1.079 4.559
H 4.625 -0.336 3.725
H 3.500 -1.334 2.850
H 1.687 0.314 3.097
H 2.952 0.972 2.294
C -4.708 -0.173 -3.377
C -3.581 -1.066 -3.880
O -3.340 -2.079 -2.891
C -2.173 -2.723 -2.950
O -1.349 -2.615 -3.805
C -1.991 -3.725 -1.802
F -2.311 -4.935 -2.264
F -0.748 -3.699 -1.392
F -2.793 -3.437 -0.754
H -5.572 -0.841 -3.344
H -4.925 0.592 -4.123
H -4.565 0.295 -2.407
H -2.639 -0.551 -4.069
H -3.889 -1.559 -4.801
C -3.498 0.208 2.655
C -3.758 1.519 1.952
O -3.783 2.634 2.871
C -2.683 3.284 3.097
O -1.618 3.065 2.581
C -2.892 4.414 4.135
F -3.903 4.185 4.954
F -1.765 4.559 4.835
F -3.107 5.576 3.488
H -3.672 -0.608 1.955
H -4.193 0.045 3.485
H -2.499 0.191 3.089
H -4.671 1.530 1.363
H -2.912 1.645 1.267
C 2.753 3.710 -3.953
C 2.283 3.297 -2.569
O 3.279 3.766 -1.637
C 2.978 3.908 -0.391
O 1.918 3.596 0.109
C 4.108 4.519 0.461
F 3.734 5.756 0.830
F 4.313 3.816 1.560
F 5.224 4.629 -0.243
H 2.127 3.193 -4.681
H 3.779 3.442 -4.206
H 2.681 4.791 -4.069
H 2.170 2.223 -2.427
H 1.294 3.737 -2.447


5.
ORCA calculation (the ωB97M-V functional and the def2-TZVPD basis) on an isolated molecule of CH5N2P.

Total energy = -13386.217 eV
SMILES = C/N=P/N
Total charge = 0
Kohn-Sham gap = 0.3495 Ha
Energy above the lowest of the compared OMol25 structures with the same formula, charge and spin = 0.3523 eV
E_HOMO = -8.93 eV
Max |F| = 4.3 eV Å⁻¹

Cartesian coordinates (Å):
C 1.653 0.306 -0.047
N -2.217 -0.281 0.230
N 0.338 -0.192 0.151
P -0.886 0.382 -0.590
H 2.367 -0.376 -0.750
H 1.727 1.304 -0.306
H 2.128 0.336 0.996
H -2.962 -0.226 -0.411
H -2.147 -1.253 0.728